The molecule C9H11ClO3 at a distorted geometry. Source: OMol25; level of theory: the ωB97M-V functional and the def2-TZVPD basis.

Geometry (Å):
O (4.263243, 0.516151, -0.300650)
C (3.106460, 1.319937, -0.460529)
C (1.925168, 0.372977, -0.592788)
O (1.874013, -0.504846, 0.498055)
C (0.578415, 1.097639, -0.686919)
O (-0.473646, 0.277849, -1.177492)
C (-1.399574, -0.174247, -0.289846)
C (-1.081683, -0.486743, 1.057133)
C (-2.042962, -1.076923, 1.908359)
C (-3.310511, -1.332184, 1.398823)
C (-3.594421, -1.057862, 0.047822)
C (-2.686513, -0.452759, -0.787013)
Cl (-3.076698, -0.166858, -2.437923)
H (4.515667, 0.192412, -1.197426)
H (3.177986, 1.974751, -1.339810)
H (2.970343, 1.923316, 0.413704)
H (2.022651, -0.200914, -1.515508)
H (2.782415, -0.827920, 0.598874)
H (0.617143, 1.906128, -1.449981)
H (0.267564, 1.584843, 0.267597)
H (-0.027563, -0.398378, 1.403732)
H (-1.785795, -1.329643, 2.923537)
H (-4.047322, -1.785013, 2.041884)
H (-4.574380, -1.371715, -0.323635)

Cartesian forces (eV/Å) of the 6 atoms listed first:
0.665 -0.176 -0.940
-0.484 -0.482 -0.809
-1.228 0.590 -0.294
0.604 -0.277 0.288
-0.142 1.113 -0.235
-0.104 -0.075 0.270

Calculated values
Net charge = 0
Energy relative to the best compared isomer or geometry (same formula, charge and spin) = 0.381 eV
Molecular weight = 202.64 g mol⁻¹
Lowest unoccupied orbital energy = 0.56 eV
Kohn-Sham gap = 9.049 eV
2S+1 = 1

Atom charges from the natural (NBO) analysis, given in e for atoms 1 to 2: atom 1 (O): -0.7217, atom 2 (C): -0.0884

=====

The molecule C22H30N4O. Source: OMol25; level of theory: the ωB97M-V functional and the def2-TZVPD basis.

Geometry (Å):
C (-7.125968, -0.980892, 0.006548)
C (-5.639794, -0.787110, 0.036689)
C (-5.015449, -0.212409, 1.136355)
C (-3.646753, -0.018894, 1.155081)
C (-2.869267, -0.387948, 0.066172)
C (-1.366128, -0.225479, 0.099920)
C (-0.786956, -1.499852, 0.753764)
N (0.571953, -1.792088, 0.359793)
C (0.814879, -2.310514, -0.876412)
O (-0.030606, -2.821584, -1.580798)
N (2.128201, -2.244206, -1.310860)
C (3.199506, -1.535092, -0.757313)
C (3.968885, -0.711462, -1.576455)
C (5.012529, 0.016742, -1.038493)
C (5.302828, -0.066774, 0.311451)
C (4.569766, -0.911550, 1.136651)
C (4.895917, -1.017843, 2.595282)
C (3.527740, -1.648217, 0.592648)
N (-1.041770, 1.006171, 0.816966)
C (-1.450314, 2.194184, 0.085033)
C (-0.491542, 2.569176, -1.051974)
N (0.856855, 2.741779, -0.537598)
C (1.778049, 3.153321, -1.572317)
C (1.294564, 1.524299, 0.119045)
C (0.322586, 1.204496, 1.260603)
C (-3.486921, -0.967811, -1.033344)
C (-4.855307, -1.163557, -1.046491)
H (-7.599979, -0.153381, -0.522751)
H (-7.385288, -1.901421, -0.511966)
H (-7.534028, -1.015724, 1.013882)
H (-5.608320, 0.082804, 1.990765)
H (-3.167391, 0.431499, 2.010408)
H (-0.996460, -0.216281, -0.940494)
H (-0.840568, -1.424626, 1.840660)
H (-1.393587, -2.346411, 0.423613)
H (1.296351, -1.209975, 0.751552)
H (2.217872, -2.491200, -2.287428)
H (3.740025, -0.642810, -2.630185)
H (5.599857, 0.659586, -1.677264)
H (6.113609, 0.513128, 0.726658)
H (4.435275, -1.898457, 3.035628)
H (4.529527, -0.137906, 3.125003)
H (5.972163, -1.071058, 2.744959)
H (2.988256, -2.347697, 1.214609)
H (-2.453854, 2.039889, -0.314469)
H (-1.480990, 3.020633, 0.801013)
H (-0.814650, 3.513434, -1.496462)
H (-0.523466, 1.795255, -1.841636)
H (1.435612, 4.094497, -2.000132)
H (2.762469, 3.304528, -1.131111)
H (1.868720, 2.410846, -2.382450)
H (2.299855, 1.683341, 0.519347)
H (1.345368, 0.681713, -0.596632)
H (0.661787, 0.345671, 1.839903)
H (0.305710, 2.069152, 1.932564)
H (-2.889268, -1.279107, -1.878037)
H (-5.322093, -1.616792, -1.909493)

Cartesian forces (eV/Å) of the 6 atoms listed first:
0.006 0.075 -0.047
-0.009 -0.029 0.022
-0.054 -0.076 -0.052
0.061 -0.018 -0.051
-0.030 0.066 -0.071
-0.042 -0.233 0.044

Calculated values
Net charge = 0
Energy relative to the best compared isomer or geometry (same formula, charge and spin) = 1.122 eV
Molecular weight = 366.51 g mol⁻¹
Lowest unoccupied orbital energy = 0.71 eV
Kohn-Sham gap = 8.882 eV
2S+1 = 1

Atom charges from the natural (NBO) analysis, given in e for atoms 1 to 2: atom 1 (C): -0.6251, atom 2 (C): -0.0208

=====

The ion C4H12N6 with charge +2 at a distorted geometry. Source: OMol25; level of theory: the ωB97M-V functional and the def2-TZVPD basis.

Geometry (Å):
N (-2.523264, -0.591721, 0.153406)
N (-1.399894, 0.152454, 0.015358)
C (-1.414397, 1.655240, 0.155089)
C (0.005028, 2.245482, 0.286818)
N (1.042665, 1.513431, 0.051173)
C (1.035507, 0.196688, -0.222831)
N (1.793225, -0.116762, -1.357699)
N (1.871927, -0.464358, 1.120668)
C (-0.270985, -0.569146, -0.085646)
N (-0.307718, -1.854393, -0.308865)
H (-2.944188, -0.834370, -0.755362)
H (-3.237794, -0.185776, 0.788709)
H (-2.063703, 2.046016, 0.980517)
H (-1.920278, 2.228036, -0.669289)
H (0.152665, 3.294129, 0.667869)
H (1.777627, -0.951945, -2.019609)
H (2.585016, 0.649713, -1.423405)
H (1.992298, 0.270941, 1.765028)
H (2.771684, -0.687366, 0.873581)
H (1.318425, -1.269460, 1.294275)
H (0.444604, -2.243547, -0.850043)
H (-1.121786, -2.483210, -0.198269)

Cartesian forces (eV/Å) of the 6 atoms listed first:
-2.441 -0.597 -0.040
2.131 1.124 0.812
0.208 1.511 0.255
0.190 -1.697 0.105
-0.694 3.768 1.169
0.854 -3.160 -1.236

Calculated values
Net charge = +2
Energy relative to the best compared isomer or geometry (same formula, charge and spin) = 2.401 eV
Molecular weight = 144.18 g mol⁻¹
Lowest unoccupied orbital energy = -8.12 eV
Kohn-Sham gap = 10.104 eV
2S+1 = 1

Atom charges from the natural (NBO) analysis, given in e for atoms 1 to 2: atom 1 (N): -0.6565, atom 2 (N): -0.1372